#i
# C4H13N3O

A cluster of 2 separate species, C4H13N3O in total (ωB97M-V with the def2-TZVPD basis set, OMol25).

The value obtained for the gap between HOMO and LUMO is 8.06 eV. As for the SMILES: C/C(N)=C(\C)N.NO.

Atoms and positions in Å:
C: 1.836 -1.211 0.081
C: 0.360 -0.949 -0.156
N: -0.428 -2.128 -0.433
C: -0.003 0.192 -0.902
C: 0.849 1.422 -0.950
N: -1.244 0.276 -1.458
H: 2.255 -0.491 0.787
H: 2.415 -1.154 -0.842
H: 1.987 -2.196 0.522
H: -1.193 -2.231 0.221
H: 0.120 -2.979 -0.405
H: 1.617 1.319 -1.721
H: 1.339 1.595 0.005
H: 0.244 2.300 -1.173
H: -1.730 1.159 -1.400
H: -1.802 -0.564 -1.360
N: -1.805 1.327 2.014
O: -0.605 0.659 1.721
H: -1.787 1.792 2.925
H: -2.160 2.127 1.488
H: -0.264 -0.266 1.037

=====

#ii
# C4H13N3O

A cluster of 2 separate species, C4H13N3O in total (ωB97M-V with the def2-TZVPD basis set, OMol25).

The value obtained for the gap between HOMO and LUMO (alpha / beta) is 8.44 / 6.85 eV.

Atoms and positions in Å:
C: -1.296 0.651 1.052
C: -1.284 -1.595 0.124
C: 2.132 0.150 0.841
N: -0.705 -0.263 0.098
N: 1.435 -1.017 0.372
H: 1.919 -1.353 -0.457
H: -1.068 -2.053 1.090
H: -2.378 0.778 0.900
H: -0.801 1.616 0.983
H: -1.152 0.239 2.055
H: -0.821 -2.194 -0.654
H: -2.373 -1.564 -0.021
H: 3.034 -0.238 1.348
H: 2.462 0.841 0.063
H: 1.542 0.692 1.579
N: 0.073 1.625 -1.190
C: -0.306 0.205 -1.264
O: 0.663 -0.579 -1.713
H: 0.833 1.749 -1.847
H: -0.686 2.237 -1.469
H: -1.222 0.076 -1.888

=====

#iii
# C4H13N3O

A cluster of 2 separate species, C4H13N3O in total (ωB97M-V with the def2-TZVPD basis set, OMol25).

The value obtained for the gap between HOMO and LUMO is 9.52 eV. As for the SMILES: N=C(N)N.CCCO.

Atoms and positions in Å:
N: 0.178 2.637 1.117
C: -1.047 2.220 1.055
N: -2.016 2.576 1.973
N: -1.485 1.423 0.056
H: 0.369 2.768 2.110
H: -1.860 3.481 2.298
H: -3.027 2.385 1.741
H: -2.424 1.540 -0.241
H: -0.799 1.266 -0.693
C: 1.647 -2.807 0.092
C: 1.282 -1.978 -1.156
C: 0.478 -0.713 -0.849
O: 0.029 -0.003 -2.022
H: 0.794 -2.829 0.798
H: 1.894 -3.867 -0.129
H: 2.411 -2.376 0.730
H: 0.702 -2.582 -1.930
H: 2.241 -1.636 -1.728
H: 1.079 0.043 -0.292
H: -0.417 -0.870 -0.226
H: -0.028 -0.680 -2.704

=====

#iv
# C4H13N3O

A cluster of 2 separate species, C4H13N3O in total (ωB97M-V with the def2-TZVPD basis set, OMol25).

The value obtained for the gap between HOMO and LUMO is 9.17 eV. As for the SMILES: N/C=N/N.CC(C)O.

Atoms and positions in Å:
N: -2.622 -0.031 -0.346
C: -2.103 0.675 0.714
N: -1.293 1.633 0.525
N: -0.773 2.318 1.592
H: -3.549 -0.408 -0.215
H: -2.491 0.424 -1.244
H: -2.394 0.309 1.705
H: -0.832 1.832 2.485
H: 0.180 2.603 1.376
C: 2.348 -0.994 0.343
C: 1.044 -0.540 -0.308
C: 0.761 -1.328 -1.590
O: 1.158 0.842 -0.581
H: 2.527 -0.428 1.252
H: 3.175 -0.816 -0.340
H: 2.303 -2.052 0.584
H: 0.217 -0.712 0.399
H: -0.188 -1.012 -2.020
H: 1.552 -1.145 -2.315
H: 0.711 -2.392 -1.375
H: 0.268 1.224 -0.639

=====

Stability summary: most stable #iii, least stable #ii.

=====

#i
# C4H13N3O

A structure of composition C4H13N3O (ωB97M-V with the def2-TZVPD basis set, OMol25).

The value obtained for the gap between HOMO and LUMO is 8.87 eV.

Atoms and positions in Å:
C: -0.232 -1.323 -0.748
C: -0.279 -2.259 0.441
C: 1.046 -0.954 -1.302
H: -1.039 -1.466 -1.465
H: -0.604 -0.137 -0.200
H: -0.096 -3.290 0.124
H: -1.245 -2.222 0.944
H: 0.488 -1.988 1.169
H: 1.904 -1.522 -0.944
H: 1.065 -0.783 -2.375
H: 1.221 0.215 -0.828
C: -0.427 1.227 0.180
N: -1.171 1.855 -0.852
N: -1.017 1.242 1.479
O: 1.610 1.083 1.199
N: 0.908 1.409 -0.015
H: 2.509 1.363 0.994
H: -0.805 2.760 -1.113
H: -2.162 1.895 -0.656
H: -0.477 0.715 2.152
H: -1.197 2.181 1.816

=====

#ii
# C4H13N3O

An isolated molecule of C4H13N3O (ωB97M-V with the def2-TZVPD basis set, OMol25).

The value obtained for the gap between HOMO and LUMO is 9.48 eV. As for the SMILES: NCC(O)(CN)CN.

Atoms and positions in Å:
N: -2.193 -1.004 0.282
C: -0.966 -1.388 -0.441
C: 0.091 -0.206 0.002
O: -0.121 0.215 1.310
C: 1.506 -0.863 0.016
N: 2.546 0.082 0.166
C: -0.056 1.140 -0.716
N: -1.060 1.974 0.046
H: -2.053 -0.333 1.125
H: -2.995 -1.625 0.395
H: -0.901 -1.383 -1.554
H: -0.457 -2.428 -0.072
H: -0.170 1.313 1.180
H: 1.472 -1.234 -1.042
H: 1.481 -1.769 0.607
H: 2.561 0.170 1.063
H: 3.476 -0.239 -0.103
H: -0.133 1.151 -1.767
H: 0.844 1.754 -0.335
H: -2.029 1.726 -0.223
H: -0.842 2.946 0.060

=====

Stability summary: most stable #ii, least stable #i.

=====

#i
# CH3N2O2S

The ion CH3N2O2S with charge -1 (ωB97M-V with the def2-TZVPD basis set, OMol25).

As for the total charge: -1. The value obtained for the gap between HOMO and LUMO is 7.56 eV.

Atoms and positions in Å:
C: 0.087 -0.662 -0.162
N: 2.097 0.739 0.345
N: 1.362 0.485 -0.595
O: -2.565 -1.063 0.428
O: -2.083 1.330 0.456
S: -1.833 0.046 -0.210
H: 0.450 -1.445 0.575
H: 0.004 -1.115 -1.180
H: 2.482 1.685 0.343

=====

#ii
# CH3N2O2S

A structure of composition CH3N2O2S (ωB97M-V with the def2-TZVPD basis set, OMol25).

As for the total charge: -1. The value obtained for the gap between HOMO and LUMO (alpha / beta) is 7.39 / 7.39 eV.

Atoms and positions in Å:
C: -0.344 -0.115 0.309
N: 1.250 1.096 -0.725
N: 0.316 0.197 -0.766
O: -2.088 1.244 2.254
O: -1.367 2.540 0.385
S: -2.009 1.334 0.825
H: -0.138 -0.088 1.410
H: -1.297 -1.504 0.225
H: 1.440 1.461 -1.712

=====

Stability summary: most stable #i, least stable #ii.